(1)
Density functional theory data (wB97M-V/def2-TZVPD) for a molecular structure, C6H9ClF10NaO3P2S3 in a non-equilibrium geometry.

Its HOMO energy is -11.67 eV. The calculation puts the total energy at -107694.2355 eV. As for the charge: +1.

Each line ends with the natural charge from an NBO analysis.
Cartesian coordinates (Å):
O  -1.2862  3.0334  -3.7169  -0.50
C  -1.3394  1.6893  -3.9290  0.83
F  -0.5489  1.2102  -5.1096  -0.35
C  -2.2584  0.7247  -2.9573  -0.80
P  -1.2145  -0.1586  -1.5695  0.94
S  -0.3403  -1.3671  -3.1071  -0.35
Cl  -2.2139  1.1401  -0.1526  -0.43
C  0.4282  0.6894  -1.0995  -0.74
C  1.5938  -0.3001  -0.5197  -0.48
C  1.4859  -0.5732  1.1268  0.65
F  0.0437  -0.4972  1.4548  -0.35
F  2.0116  -1.9805  1.2918  -0.31
C  2.4260  0.5663  1.8309  0.48
F  3.8570  0.2345  1.5968  -0.27
F  2.2227  1.9273  1.2073  -0.31
S  2.1958  0.7965  3.6688  2.20
F  3.8004  0.1336  3.8753  -0.41
F  2.8979  2.3864  3.4812  -0.42
F  0.6424  1.5049  3.5227  -0.52
F  1.5944  -0.7831  3.9344  -0.42
F  2.0946  1.0624  5.3682  -0.38
P  -2.1559  -1.8430  -0.5563  1.40
O  -2.9242  -1.2913  0.9443  -0.98
O  -1.1115  -3.2008  -0.2449  -0.94
S  -3.6424  -2.4739  -1.6877  -0.49
H  -2.8233  -0.1335  -3.5195  0.30
H  -3.0806  1.4382  -2.4712  0.31
H  -1.1609  -1.3928  -4.2499  0.21
H  0.8201  1.2512  -2.0771  0.30
H  0.1694  1.5524  -0.3257  0.28
H  2.6310  0.2653  -0.6937  0.27
H  1.7004  -1.3306  -1.0640  0.29
H  -3.3742  -2.0831  1.4002  0.51
H  -1.5337  -3.6744  0.5527  0.51
Na  -1.6071  1.4771  3.7950  0.99

(2)
Density functional theory data (wB97M-V/def2-TZVPD) for a molecular structure, C2H5NO in a non-equilibrium geometry.

Its HOMO energy is -8.89 eV. The calculation puts the total energy at -5688.6507 eV.

Each line ends with the natural charge from an NBO analysis.
Cartesian coordinates (Å):
C  0.3241  -1.1669  -0.3707  -0.22
C  -0.6054  0.8482  0.1166  -0.46
N  0.5382  -0.0416  0.1843  0.11
O  1.5544  0.3210  0.7578  -0.50
H  1.3317  -2.1069  -0.0769  0.21
H  -0.5531  -1.1784  -0.9395  0.19
H  -1.1587  0.8066  -0.7849  0.21
H  -1.1998  0.6372  0.9984  0.22
H  -0.2313  1.8807  0.1149  0.23

(3)
Density functional theory data (wB97M-V/def2-TZVPD) for 2 unconnected molecules or ions with the total composition C36H37N3O6 in a non-equilibrium geometry.

Its HOMO energy is -5.72 eV. The calculation puts the total energy at -54685.3755 eV.

Each line ends with the Löwdin charge.
Cartesian coordinates (Å):
C  6.8046  -4.0037  1.6132  -0.10
O  5.6931  -4.1265  0.7619  -0.10
C  5.3086  -2.9700  0.1171  -0.28
C  4.2338  -3.0647  -0.7875  -0.03
C  3.7956  -1.9785  -1.4799  -0.04
C  4.3766  -0.7025  -1.3165  -0.15
C  3.8965  0.4363  -2.0284  -0.06
C  4.4297  1.7648  -1.7780  -0.43
O  5.4103  1.9076  -1.0593  0.04
O  3.8234  2.8584  -2.3503  0.07
C  2.4927  2.6434  -2.8632  -0.52
C  1.5122  2.5873  -1.6884  0.00
C  2.1604  3.8290  -3.7731  0.01
O  2.3473  1.4356  -3.6373  0.06
C  2.9057  0.3045  -3.0854  -0.44
O  2.5755  -0.8054  -3.4798  0.03
C  5.4469  -0.6206  -0.3967  -0.02
C  5.9033  -1.7052  0.2902  -0.05
H  7.0218  -4.9959  2.0098  0.09
H  7.6688  -3.6471  1.0515  0.09
H  6.5700  -3.3303  2.4381  0.08
H  3.7730  -4.0267  -0.9302  0.11
H  3.0000  -2.0985  -2.1912  0.09
H  1.7431  1.7428  -1.0413  0.08
H  1.5817  3.4997  -1.0999  0.09
H  0.4941  2.4705  -2.0552  0.08
H  2.8649  3.8691  -4.6000  0.09
H  1.1567  3.7297  -4.1772  0.09
H  2.2342  4.7595  -3.2170  0.09
H  5.9342  0.3259  -0.2512  0.09
H  6.7280  -1.5882  0.9710  0.10
C  -6.0525  0.9218  2.3188  0.00
N  -4.9997  0.4358  1.4436  -0.03
C  -5.2725  0.0550  0.1494  -0.39
O  -6.3585  0.0675  -0.3908  0.11
C  -3.9481  -0.3710  -0.4699  -0.14
C  -3.6098  0.4856  -1.6930  -0.08
C  -4.6247  0.3977  -2.7982  -0.24
C  -5.3445  1.5172  -3.1942  -0.04
C  -6.2999  1.4273  -4.1857  -0.07
C  -6.5499  0.2173  -4.7970  -0.08
C  -5.8324  -0.8992  -4.4242  -0.07
C  -4.8736  -0.8080  -3.4363  -0.04
N  -2.9110  -0.2584  0.6057  0.06
C  -1.6025  -0.6238  0.4808  0.03
C  -0.6858  -0.4997  1.5034  -0.07
C  0.6486  -0.8453  1.4420  0.06
C  1.5454  -0.7004  2.5356  -0.18
C  2.8971  -1.0796  2.4058  0.04
C  3.7715  -0.9485  3.4527  0.02
C  3.3516  -0.4322  4.6806  -0.21
C  4.2429  -0.3001  5.7404  -0.17
N  4.9891  -0.1912  6.6277  0.19
C  2.0168  -0.0496  4.8240  -0.01
C  1.1357  -0.1792  3.7841  0.00
C  -3.5746  0.2653  1.8509  -0.43
C  -3.0053  1.6255  2.2388  0.01
C  -3.5218  -0.7686  2.9714  0.01
H  -6.9901  0.9643  1.7681  0.10
H  -6.1759  0.2543  3.1690  0.09
H  -5.8124  1.9192  2.6820  0.09
H  -4.0259  -1.4272  -0.7593  0.17
H  -3.5222  1.5263  -1.3666  0.13
H  -2.6247  0.2128  -2.0841  0.13
H  -5.1635  2.4625  -2.7110  0.11
H  -6.8561  2.3020  -4.4806  0.11
H  -7.3047  0.1422  -5.5631  0.10
H  -6.0230  -1.8467  -4.9009  0.11
H  -4.3162  -1.6816  -3.1441  0.11
H  -1.2810  -1.0307  -0.4595  0.15
H  -1.0364  -0.1015  2.4329  0.05
H  1.0377  -1.2454  0.5225  0.13
H  3.2389  -1.4731  1.4644  0.10
H  4.8003  -1.2441  3.3401  0.12
H  1.6876  0.3518  5.7679  0.12
H  0.1164  0.1270  3.9332  0.10
H  -3.1679  2.3370  1.4310  0.10
H  -3.4987  2.0092  3.1290  0.09
H  -1.9372  1.5936  2.4360  0.08
H  -4.0338  -1.6756  2.6537  0.11
H  -2.5072  -1.0440  3.2459  0.07
H  -4.0223  -0.3937  3.8619  0.09

(4)
Density functional theory data (wB97M-V/def2-TZVPD) for 10 unconnected molecules or ions with the total composition C18H56BF4N10O9 in a non-equilibrium geometry.

Its HOMO energy is -7.59 eV. The calculation puts the total energy at -64455.8661 eV. As for the charge: -1.

Each line ends with the Löwdin charge.
Cartesian coordinates (Å):
B  -4.1450  -14.8243  -17.5402  -1.34
F  -4.4597  -14.3920  -16.2716  0.11
F  -4.2806  -13.7227  -18.4372  0.06
F  -2.8702  -15.3828  -17.6278  0.09
F  -5.0460  -15.8286  -17.7858  0.11
C  -2.1673  -9.6974  -21.4999  -0.04
C  -2.8390  -8.2665  -21.7419  -0.44
C  -4.3070  -8.3035  -22.2362  -0.22
O  -4.5352  -9.1916  -23.2826  -0.20
C  -3.9049  -8.7632  -24.5115  -0.09
N  -2.7458  -7.4919  -20.5580  0.02
H  -2.5341  -10.2677  -20.6465  0.07
H  -1.0910  -9.7159  -21.3284  0.07
H  -2.2897  -10.3763  -22.3438  0.06
H  -2.2584  -7.7196  -22.4848  0.12
H  -4.7352  -7.3486  -22.5409  0.13
H  -4.7864  -8.7823  -21.3824  0.13
H  -4.5819  -8.9630  -25.3420  0.09
H  -2.9296  -9.2363  -24.6261  0.08
H  -3.7619  -7.6849  -24.5818  0.08
H  -3.4058  -7.9363  -19.9360  0.07
H  -1.9790  -7.9385  -20.0756  0.06
C  -9.4711  -17.7041  -15.8219  -0.10
C  -10.9233  -17.8461  -15.8865  -0.45
C  -11.5460  -18.0840  -17.3336  -0.15
O  -13.0058  -18.1122  -17.1860  -0.18
C  -13.5513  -18.0569  -18.5003  -0.14
N  -11.2053  -19.0492  -15.1425  0.03
H  -9.0615  -16.9585  -16.5034  0.08
H  -8.8586  -18.6030  -15.8922  0.09
H  -9.1498  -17.2525  -14.8833  0.08
H  -11.3818  -16.9156  -15.5517  0.14
H  -11.2633  -19.0913  -17.6397  0.12
H  -11.1685  -17.3012  -17.9914  0.12
H  -14.5564  -18.4657  -18.6033  0.08
H  -13.0675  -18.7869  -19.1493  0.08
H  -13.5432  -17.0446  -18.9044  0.09
H  -10.6024  -19.0795  -14.3327  0.07
H  -10.8077  -19.7820  -15.7126  0.07
C  -4.2970  -11.5207  -11.5281  -0.08
C  -3.3530  -11.3348  -12.7676  -0.31
O  -4.1730  -11.2376  -13.9234  -0.09
H  -4.6708  -12.5446  -11.5409  0.06
H  -5.2370  -10.9718  -11.5846  0.07
H  -3.7521  -11.2561  -10.6220  0.06
H  -2.6304  -12.1444  -12.8703  0.10
H  -2.7621  -10.4189  -12.7652  0.10
H  -4.3894  -12.1392  -14.1724  0.08
C  -9.6606  -11.7249  -18.4113  -0.07
C  -10.6951  -12.7836  -18.8943  -0.32
O  -11.9768  -12.2923  -18.5988  -0.11
H  -9.9306  -10.7488  -18.8142  0.07
H  -8.6388  -12.0381  -18.6256  0.07
H  -9.7087  -11.6464  -17.3251  0.06
H  -10.6931  -13.7440  -18.3788  0.10
H  -10.7524  -12.9243  -19.9737  0.11
H  -11.9324  -12.2390  -17.6413  0.07
C  1.8602  -14.7822  -21.8987  -0.09
C  0.8205  -14.5994  -20.7945  -0.30
O  -0.1523  -15.7127  -20.8032  -0.09
H  1.4242  -14.7714  -22.8977  0.07
H  2.3179  -15.7412  -21.6560  0.07
H  2.6519  -14.0496  -21.7418  0.07
H  0.1654  -13.7359  -20.9098  0.10
H  1.3247  -14.3751  -19.8546  0.10
H  -0.6762  -15.4424  -20.0455  0.06
C  -1.8932  -21.0645  -17.9149  -0.85
O  -2.5032  -21.8140  -17.1727  0.02
N  -2.2901  -19.9800  -18.3377  0.19
N  -0.6715  -21.3011  -18.3340  0.14
H  -3.2485  -19.6787  -18.2333  0.14
H  -1.6153  -19.4656  -18.8856  0.13
H  -0.2666  -22.2212  -18.2365  0.11
H  -0.0938  -20.5387  -18.6580  0.10
C  -6.8518  -13.5479  -22.1166  -0.81
O  -7.6243  -13.4025  -23.0294  0.03
N  -6.6280  -14.6528  -21.4475  0.16
N  -5.9051  -12.7315  -21.8005  0.17
H  -7.2889  -15.3869  -21.6584  0.12
H  -6.1133  -14.5891  -20.5808  0.10
H  -5.4873  -12.9815  -20.9156  0.10
H  -5.7334  -11.8560  -22.2738  0.12
C  1.1882  -12.5283  -15.6147  -0.79
O  1.6994  -13.6209  -15.5324  0.03
N  -0.0810  -12.3436  -15.9039  0.17
N  1.8701  -11.4140  -15.5949  0.15
H  -0.4548  -11.4059  -15.8717  0.10
H  -0.6914  -13.1348  -16.0508  0.12
H  1.3182  -10.5703  -15.5348  0.10
H  2.8710  -11.4055  -15.4595  0.12
C  -3.7766  -17.1285  -12.6085  -0.75
O  -3.7147  -17.7624  -11.5752  0.03
N  -3.0604  -16.0853  -12.9620  0.15
N  -4.4840  -17.4218  -13.7023  0.15
H  -2.6602  -15.5158  -12.2302  0.11
H  -3.1355  -15.7676  -13.9177  0.10
H  -4.3723  -16.8045  -14.4939  0.10
H  -5.0394  -18.2646  -13.7372  0.11

ΔE to the lowest compared entry with this formula, charge and spin: 100.8 105.6 6.3 131.8 (kcal per mole)
HOMO-LUMO gap: 5.5954 9.7936 2.6024 9.4523 (eV)